<a>
ORCA calculation (ωB97M-V with the def2-TZVPD basis set) on C3H3ClO2 in the gas phase.

Its molar mass is 106.51 Da. The HOMO-LUMO gap comes out at 0.409 hartree. As for the HOMO energy: -10.4 eV. The LUMO energy is 0.7 eV. The multiplicity is 1.

Positions of all 9 atoms, in Å:
1 C 0.9499 1.2617 -0.6639
2 C 0.1290 -0.7124 0.2417
3 C -1.0741 -0.8433 0.7502
4 O 1.8529 1.4942 -1.3753
5 O 1.0970 0.2354 0.1149
6 Cl -0.6285 2.0398 -0.9019
7 H 0.4873 -1.5842 -0.2673
8 H -1.3457 -0.0896 1.4533
9 H -1.4677 -1.8017 0.6482


<b>
ORCA calculation (ωB97M-V with the def2-TZVPD basis set) on C3H3ClO2 in the gas phase.

Its molar mass is 106.51 Da. The HOMO-LUMO gap comes out at 0.395 hartree. As for the HOMO energy: -10.7 eV. The LUMO energy is 0.1 eV. The multiplicity is 1.

Positions of all 9 atoms, in Å:
1 C -0.0185 0.8777 -0.5924
2 C -0.4317 -0.4921 0.0552
3 C -1.6599 -1.0089 0.0162
4 H -1.5464 1.4446 0.2766
5 H -1.8559 -1.7845 0.7569
6 H -2.5800 -0.7244 -0.4760
7 O -0.9268 1.8764 -0.2607
8 O 0.9122 1.0414 -1.3338
9 Cl 1.1035 -1.0905 0.9014


Tell me which of them is the least stable. Sure, it is <a>.


<a>
ORCA calculation (ωB97M-V with the def2-TZVPD basis set) on a gas-phase ion, C9H12N3O (charge +1).

Its molar mass is 178.22 Da. The HOMO-LUMO gap comes out at 0.313 hartree. Its total charge is +1. As for the HOMO energy: -11.7 eV. The LUMO energy is -3.2 eV. The multiplicity is 1.

Positions of all 25 atoms, in Å:
1 C 0.9726 -2.8977 0.2544
2 C -0.3087 -2.8022 -0.2649
3 C 1.8043 -1.8349 0.2934
4 C -0.8494 -1.4687 -0.3104
5 C 1.3251 -0.5016 0.2343
6 C 0.0437 -0.3438 -0.1846
7 C 2.3083 1.6891 -0.2015
8 C -1.8660 1.1478 -0.3060
9 C -4.1036 0.8479 0.3480
10 N 2.4294 0.4789 0.2495
11 N -0.6113 0.8810 -0.2339
12 N 3.2524 2.5539 -0.0845
13 O -2.7993 0.3570 -0.0751
14 H 1.5019 -3.7883 0.3063
15 H -0.8202 -3.6818 -0.4728
16 H 2.8325 -1.9614 0.5983
17 H -1.8388 -1.3332 -0.6832
18 H -2.1850 2.1454 -0.2365
19 H -4.3562 1.6910 -0.2780
20 H -4.0618 1.2304 1.3180
21 H -4.7894 -0.1272 0.3450
22 H 3.4004 0.1257 0.4833
23 H 1.2824 1.8431 -0.6521
24 H 3.1269 3.4508 -0.4316
25 H 4.3097 2.2989 -0.0152


<b>
ORCA calculation (ωB97M-V with the def2-TZVPD basis set) on 2 unconnected molecules or ions with the total composition C9H12N3O.

Its molar mass is 178.22 Da. The HOMO-LUMO gap comes out at 0.296 hartree. Its total charge is +1. As for the HOMO energy: -12.4 eV. The LUMO energy is -4.3 eV. The multiplicity is 1.

Positions of all 25 atoms, in Å:
1 C -1.7634 -2.6760 0.0227
2 C -1.6789 -2.2413 1.3060
3 C -1.0406 -1.9459 -1.0422
4 C -1.1236 -0.8704 1.7369
5 C -0.5402 -0.7512 -0.6874
6 C -0.5986 -0.1303 0.5550
7 C 2.4359 0.8461 1.6425
8 C 0.1362 0.1435 -1.6371
9 C 0.1448 2.5260 -1.0839
10 N 0.1285 0.9836 0.6092
11 N 2.8709 1.2200 0.5576
12 N 0.6886 1.1958 -0.6673
13 O 1.9648 0.6154 2.6223
14 H -2.2618 -3.6004 -0.3902
15 H -2.1075 -2.8418 2.1537
16 H -0.8243 -2.4116 -1.9769
17 H -1.9499 -0.2146 2.1981
18 H 0.8517 -0.4166 -2.1348
19 H -0.5345 0.6141 -2.4406
20 H 0.6530 3.2784 -0.3169
21 H 0.5126 2.8274 -2.0734
22 H -0.9746 2.5838 -0.9274
23 H -0.3114 -0.8823 2.5090
24 H 3.6436 0.8503 0.1105
25 H 1.6786 1.2982 -0.6452


Tell me which of them is the least stable. Sure, it is <b>.


<a>
ORCA calculation (ωB97M-V with the def2-TZVPD basis set) on 2 unconnected molecules or ions with the total composition C3H3NO4.

Its molar mass is 117.06 Da. The HOMO-LUMO gap comes out at 0.281 hartree. As for the HOMO energy: -8.3 eV. The LUMO energy is -0.6 eV. The multiplicity is 1.

Positions of all 11 atoms, in Å:
1 C -0.7930 -0.9510 0.7144
2 C 0.2990 0.8861 0.3429
3 C -0.1709 0.4859 -0.8164
4 H 0.0441 -2.2461 2.0488
5 H 1.0630 2.3337 -0.2867
6 H 0.1627 -0.3354 -2.4005
7 N -0.0676 -0.0183 1.3773
8 O -0.7421 -2.2867 1.1731
9 O 1.1738 1.8550 0.4594
10 O 0.0498 0.9464 -2.0556
11 O -1.0187 -0.6697 -0.5568


<b>
ORCA calculation (ωB97M-V with the def2-TZVPD basis set) on C3H3NO4 in the gas phase.

Its molar mass is 117.06 Da. The HOMO-LUMO gap comes out at 0.317 hartree. As for the HOMO energy: -10.1 eV. The LUMO energy is -1.5 eV. The multiplicity is 1.

Positions of all 11 atoms, in Å:
1 C -0.2716 0.2457 0.1019
2 C -0.8363 1.5207 0.5309
3 C 1.2445 0.0664 0.1907
4 H -1.4467 -2.1258 -1.4442
5 H -0.1734 2.0704 1.4796
6 H 1.3162 -1.8177 -0.0308
7 N -1.0423 -0.3792 -0.8073
8 O -0.6226 -1.7795 -0.8659
9 O -1.8671 2.0290 0.2741
10 O 1.9488 -1.0709 0.1403
11 O 1.7504 1.2408 0.4306


Tell me which of them is the least stable. Sure, it is <a>.